# 1
111
Properties=species:S:1:pos:R:3 method="wB97M-V/def2-TZVPD" gap_ev=5.01 e_above_lowest_kj_mol=327.7 homo_ev=-12.0 total_charge=+2
Sb -1.815 1.055 -0.430
Sb -1.647 -1.946 -2.249
Sn 1.582 -0.366 0.780
S 4.090 5.386 4.990
S 4.120 2.867 3.456
S 1.850 4.720 3.200
S 1.262 1.692 3.364
S 3.451 1.260 1.105
O 0.580 0.848 -3.713
O 4.270 -3.793 0.140
N 2.345 -1.214 -1.368
N 2.990 -2.228 1.083
N 1.330 1.391 -1.661
C 3.032 -2.360 -1.329
C 3.425 -0.535 5.119
C -4.654 1.899 2.869
C 0.778 2.626 -2.241
C -4.012 -4.016 0.858
C -0.043 2.122 -3.431
C 5.735 -1.035 4.717
C 4.578 -3.899 1.564
C -2.314 -2.989 -0.516
C 5.373 -1.880 3.674
C 1.240 0.526 -2.587
C -3.624 -0.227 3.310
C 0.732 6.313 0.316
C 3.553 -2.973 2.244
C -3.068 -4.280 1.842
C -2.074 4.376 -0.312
C -3.556 -1.128 -2.862
C 1.626 3.178 2.337
C 3.324 -3.116 -2.449
C 3.432 -2.783 0.023
C -2.860 -0.095 2.156
C 3.374 4.350 3.984
C 2.134 -1.492 -3.731
C -4.515 0.771 3.669
C 4.038 -2.048 3.339
C -1.383 -4.363 -5.898
C 2.775 2.226 2.465
C -1.517 -3.322 -4.988
C -1.746 -3.905 1.652
C -1.375 -3.258 0.480
C 1.652 5.374 0.110
C 4.766 -0.361 5.439
C -2.991 1.032 1.347
C -1.314 -5.673 -5.445
C -1.133 3.140 -0.335
C -0.295 4.820 -1.824
C -3.511 1.225 -1.759
C -3.636 -3.375 -0.315
C 0.814 3.180 1.060
C 2.852 -2.673 -3.676
C -0.710 6.020 0.273
C -3.902 2.024 1.711
C 0.105 3.563 -1.221
C -0.669 3.468 1.104
C -1.371 4.850 1.000
C -1.530 -4.900 -3.175
C 3.067 -1.371 4.076
C 1.347 3.939 -0.161
C -1.407 5.407 -1.229
C -4.221 -0.122 -1.918
C -1.597 -3.583 -3.621
C 1.907 -0.789 -2.555
C -1.388 -5.941 -4.085
H 0.044 2.743 -4.319
H -5.108 0.671 4.568
H -4.047 2.899 1.087
H 6.780 -0.917 4.968
H -1.929 5.166 1.879
H -5.358 2.674 3.144
H 5.050 0.288 6.256
H -2.168 -0.887 1.884
H 6.158 -2.401 3.144
H 1.637 3.190 -2.626
H -1.095 1.949 -3.201
H -1.347 -6.963 -3.732
H -1.306 6.921 0.393
H -1.341 -4.153 -6.959
H 0.838 2.132 0.745
H -4.386 -3.184 -1.073
H 4.470 -4.942 1.844
H -3.363 -4.785 2.753
H 2.700 5.648 0.122
H -0.340 -2.958 0.341
H 3.041 -3.242 -4.575
H -4.375 -0.575 -0.932
H -5.042 -4.314 1.003
H 2.014 -1.540 3.864
H -1.213 -6.486 -6.152
H -1.934 6.198 -1.749
H -1.167 2.875 1.873
H 1.743 -1.109 -4.662
H 2.243 3.446 -0.535
H -1.008 -4.117 2.415
H -1.605 -5.123 -2.117
H -4.185 1.945 -1.291
H 5.611 -3.588 1.683
H -4.219 -1.980 -3.014
H 0.317 5.330 -2.564
H -3.397 -0.680 -3.847
H -3.522 -1.112 3.924
H 2.742 -3.578 2.657
H 1.031 7.341 0.477
H 2.662 -0.032 5.699
H 3.892 -4.029 -2.349
H -5.224 0.079 -2.307
H -1.573 -2.302 -5.357
H -3.218 1.628 -2.731
H -3.150 4.269 -0.404

# 2
108
Properties=species:S:1:pos:R:3 method="wB97M-V/def2-TZVPD" gap_ev="7.60 / 5.29" homo_ev="-9.6 / -9.9" multiplicity=3 total_charge=+1
Au 0.191 0.013 -0.291
Se -4.582 -0.563 -0.619
P -0.566 -0.557 1.957
P 2.505 -0.151 -0.198
Si -0.745 3.692 -0.983
O 1.772 0.953 2.519
O -0.019 2.408 -0.493
N -1.714 -0.171 -1.084
C -2.813 5.271 0.456
C -4.148 5.467 0.781
C -2.625 -3.910 0.951
C -3.397 3.260 -0.710
C 3.859 -0.882 -2.563
C -2.781 -1.930 2.900
C 0.810 -1.129 2.965
C -1.533 2.340 4.658
C 3.460 2.613 2.670
C 0.427 6.503 -0.558
C 4.274 -0.638 -3.867
C 5.090 -3.034 1.054
C 0.863 -2.401 3.528
C 0.591 4.852 1.403
C 2.396 -2.858 0.397
C 4.546 -1.812 0.702
C 3.078 -0.714 3.705
C 4.289 -4.171 1.076
C -5.110 4.558 0.362
C 2.764 1.269 -2.529
C 1.922 -0.298 3.069
C -2.570 2.997 4.009
C 3.194 -1.721 0.367
C 0.810 5.143 -0.054
C -2.411 4.166 -0.293
C -1.314 5.279 -3.266
C -3.695 -2.972 2.893
C -3.615 -3.961 1.923
C 3.190 1.510 -3.823
C -0.904 1.266 4.048
C 3.109 0.076 -1.891
C -0.636 4.733 -5.504
C -0.020 3.296 -3.681
C 2.945 -4.083 0.751
C -2.983 2.583 2.750
C -4.732 3.448 -0.382
C -2.354 1.515 2.132
C -0.663 4.143 -2.776
C 3.947 0.554 -4.492
C -0.009 3.586 -5.037
C -2.864 -0.328 -0.900
C 5.087 2.844 0.918
C 3.116 -1.991 4.246
C -1.292 5.578 -4.620
C 2.015 -2.831 4.167
C 3.365 1.154 0.735
C -1.780 -1.882 1.930
C -1.317 0.852 2.783
C -1.710 -2.870 0.951
C 2.088 4.601 -0.625
C 4.486 1.806 0.221
C 2.884 1.563 1.977
C 4.566 3.256 2.135
H 4.717 -5.126 1.350
H -2.680 1.195 1.150
H 6.139 -3.104 1.312
H -2.092 5.998 0.808
H -0.965 -2.807 0.166
H -3.130 2.388 -1.299
H -4.476 -3.005 3.640
H 0.475 2.911 -5.732
H 5.957 3.334 0.502
H -6.150 4.714 0.614
H 1.345 -2.782 0.141
H 5.172 -0.926 0.688
H 4.276 0.739 -5.506
H 4.855 -1.385 -4.391
H 1.351 5.407 1.971
H -1.798 6.462 -4.988
H -2.853 -1.151 3.648
H -0.385 5.173 1.766
H -2.581 -4.667 0.179
H 2.056 -3.823 4.596
H 2.320 -4.967 0.771
H 3.033 2.907 3.620
H -5.465 2.722 -0.707
H 0.589 6.597 -1.631
H -3.792 3.090 2.242
H 4.018 -2.329 4.740
H 2.162 2.003 -2.002
H 3.934 -0.054 3.767
H -0.628 4.961 -6.562
H -4.338 -4.765 1.913
H 0.444 2.386 -3.322
H -1.857 5.928 -2.587
H -4.437 6.333 1.362
H 4.121 -1.813 -2.079
H -0.102 0.748 4.560
H -3.063 3.833 4.490
H -1.218 2.658 5.643
H 1.077 7.235 -0.058
H 2.906 5.264 -0.312
H 2.080 4.596 -1.718
H -0.599 6.785 -0.327
H 4.882 1.514 -0.743
H 0.004 -3.056 3.451
H 2.927 2.440 -4.311
H 2.295 3.599 -0.255
H 5.024 4.074 2.675
H 0.716 3.790 1.617